1) 2 unconnected molecules or ions with the total composition C4H13NOS2. Source: OMol25; level of theory: the ωB97M-V functional and the def2-TZVPD basis.

The calculation puts the HOMO energy at -7.89 eV. The total charge is 0. The HOMO-LUMO gap comes out at 8.3 eV.

Each line ends with the natural charge from an NBO analysis.
Atoms and positions in Å:
N -1.5281 1.0143 -0.0808  -0.834
C -0.2279 1.4695 0.2896  -0.092
C 0.8456 1.0333 -0.7439  -0.642
C 0.1424 1.3167 1.6987  -0.450
S -0.4157 -0.3787 2.4807  0.004
S 0.7742 -1.9389 2.2251  0.084
C 1.2310 -2.2632 0.5179  -0.768
H -1.6186 0.0794 0.3049  0.368
H -1.7138 0.9618 -1.0696  0.373
H -0.2170 2.5917 0.2186  0.184
H 0.8526 1.8773 -1.5157  0.216
H 0.6153 0.0827 -1.2368  0.208
H 1.8288 0.7554 -0.3443  0.210
H -0.4270 1.9562 2.3839  0.234
H 1.2251 1.3336 1.8457  0.228
H 1.0460 -3.2928 0.2307  0.224
H 0.6956 -1.5453 -0.1173  0.229
H 2.2892 -2.1254 0.3723  0.219
H -1.6667 -1.7609 -2.3275  0.484
H -1.8520 -0.3263 -2.9714  0.478
O -1.8789 -0.8403 -2.1610  -0.957

=====

2) 2 unconnected molecules or ions with the total composition C4H13NOS2. Source: OMol25; level of theory: the ωB97M-V functional and the def2-TZVPD basis.

The calculation puts the HOMO energy at -8.74 eV. The total charge is 0. The HOMO-LUMO gap comes out at 9.2 eV.

Each line ends with the natural charge from an NBO analysis.
Atoms and positions in Å:
S 2.8562 0.9934 2.3912  -0.092
S 1.0492 1.1219 1.9144  0.118
C 0.4329 0.6030 0.3701  -0.635
C -0.9768 -0.0456 0.4711  0.001
C -2.1416 0.9698 1.2674  -0.637
N -1.6909 -0.2321 -0.8009  -0.656
C -1.1068 -1.2757 -1.6394  -0.414
H 3.6121 1.8778 1.8017  0.087
H 0.9718 -0.0827 -0.3094  0.253
H 0.5317 1.4997 -0.2073  0.223
H -0.8342 -0.9206 1.0224  0.166
H -2.0091 2.0428 0.8221  0.210
H -1.7706 0.9438 2.2999  0.226
H -3.1380 0.6844 0.8230  0.219
H -2.7601 -0.5102 -0.8155  0.377
H -0.5822 -0.9231 -2.5419  0.191
H -1.8534 -1.9620 -1.8305  0.188
H -0.2479 -1.9681 -1.1277  0.171
H 3.3879 -1.2603 -0.5893  0.477
H 3.2173 -0.3463 -1.8256  0.470
O 3.0525 -1.2100 -1.4960  -0.943

=====

Stability check: which of them is least stable? 2).

=====

1) 2 unconnected molecules or ions with the total composition C2H9N2. Source: OMol25; level of theory: the ωB97M-V functional and the def2-TZVPD basis.

The calculation puts the HOMO energy at -14.22 eV. The total charge is +1. The HOMO-LUMO gap comes out at 9.9 eV.

Each line ends with the natural charge from an NBO analysis.
Atoms and positions in Å:
C -0.5762 1.6196 3.7291  -0.866
H -0.5756 1.8498 2.6730  0.202
H -0.5105 0.5663 3.8441  0.212
H 0.3205 2.3447 3.9474  0.224
H -1.4146 1.9101 4.3567  0.228
N 1.1608 -0.1408 -2.5507  -0.689
C 0.5421 -1.1914 -2.0199  0.415
N -0.4555 -1.8998 -2.4907  -0.689
H 0.6906 0.2058 -3.3758  0.413
H 1.6931 0.5316 -2.0395  0.450
H 1.0320 -1.5099 -1.1195  0.228
H -0.7418 -2.6162 -1.8392  0.435
H -1.1651 -1.6698 -3.1151  0.436

=====

2) A gas-phase ion, C2H9N2 (charge +1). Source: OMol25; level of theory: the ωB97M-V functional and the def2-TZVPD basis.

The calculation puts the HOMO energy at -14.75 eV. The total charge is +1. The HOMO-LUMO gap comes out at 11.3 eV.

Each line ends with the natural charge from an NBO analysis.
Atoms and positions in Å:
N 0.7267 0.1595 1.2498  -0.876
C -0.1813 -0.7939 0.6560  -0.249
C -0.2709 -0.5131 -0.8585  -0.235
N -0.2674 0.9615 -1.0739  -0.693
H 0.3428 0.6030 2.0734  0.396
H 0.3238 1.3309 -0.3030  0.466
H 1.6122 -0.2541 1.5232  0.401
H -1.1542 -0.7654 1.1253  0.216
H 0.1611 -1.8275 0.7272  0.228
H -1.1470 -0.9692 -1.3089  0.240
H 0.6153 -0.8876 -1.3477  0.225
H -1.1654 1.4483 -1.0799  0.440
H 0.1598 1.1951 -1.9699  0.441

=====

Stability check: which of them is least stable? 1).

=====

1) A single C4H7NS2 molecule. Source: OMol25; level of theory: the ωB97M-V functional and the def2-TZVPD basis.

The calculation puts the HOMO energy at -8.38 eV. The total charge is 0. The HOMO-LUMO gap comes out at 8.9 eV.

Each line ends with the natural charge from an NBO analysis.
Atoms and positions in Å:
C -0.7323 -1.1777 2.3811  -0.626
C -0.0695 -0.1406 1.4456  -0.277
C 0.1095 -0.5470 -0.0023  -0.375
C -0.2251 0.5640 -1.0111  0.103
H -0.4208 -2.2266 2.2005  0.228
H -1.8500 -1.0846 2.3387  0.226
H -0.3790 -0.9594 3.4129  0.219
H -0.2716 0.9544 1.6005  0.236
H -0.1757 -1.6172 -0.3047  0.272
H 1.3368 1.7052 -0.3066  0.412
H 0.3954 2.4150 -1.5715  0.411
N 0.5889 1.5890 -0.9880  -0.765
S 1.6561 -0.4814 0.9550  0.091
S -1.4844 0.3250 -2.0383  -0.156

=====

2) A single C4H7NS2 molecule. Source: OMol25; level of theory: the ωB97M-V functional and the def2-TZVPD basis.

The calculation puts the HOMO energy at -8.17 eV. The total charge is 0. The HOMO-LUMO gap comes out at 8.7 eV.

Each line ends with the natural charge from an NBO analysis.
Atoms and positions in Å:
C 1.3573 -0.7194 0.0264  -0.087
C -0.1374 1.2808 -0.1734  -0.216
C -1.6489 1.3769 -0.1523  -0.441
C -2.2801 0.1848 0.5176  -0.507
H 1.4165 -1.8475 0.1397  0.208
H 0.3018 1.8195 -1.0658  0.230
H 0.2650 1.7064 0.7210  0.214
H -1.9927 2.3588 0.2212  0.231
H -1.9417 1.2974 -1.2192  0.209
H -2.0846 0.2295 1.6035  0.213
H -3.3684 0.0688 0.3414  0.243
N 0.0999 -0.2217 -0.1516  -0.560
S 2.7102 0.1775 0.1028  -0.142
S -1.2752 -1.2287 -0.1648  0.403

=====

3) A single C4H7NS2 molecule. Source: OMol25; level of theory: the ωB97M-V functional and the def2-TZVPD basis.

The calculation puts the HOMO energy at -7.88 eV. The total charge is 0. The HOMO-LUMO gap comes out at 7.3 eV.

Each line ends with the natural charge from an NBO analysis.
Atoms and positions in Å:
C 1.5634 -0.6703 0.4062  -0.620
C 0.7520 0.5952 0.0911  -0.206
C -1.4943 0.2361 0.9293  -0.115
C -0.9680 -0.0041 -1.4910  -0.116
H 1.5302 -1.3347 -0.4468  0.216
H 1.1348 -1.1839 1.2996  0.217
H 2.6042 -0.4031 0.6124  0.222
H 1.1699 1.1312 -0.7734  0.212
H 0.8115 1.3206 0.9720  0.210
H -0.9579 0.4895 1.8323  0.190
H -0.0557 0.1163 -2.1157  0.189
N -0.6515 0.2762 -0.1783  -0.451
S -3.0736 -0.1235 1.0490  0.030
S -2.3650 -0.4455 -2.1865  0.025

=====

Stability check: which of them is least stable? 3).

=====

1) A single C4H7NS2 molecule. Source: OMol25; level of theory: the ωB97M-V functional and the def2-TZVPD basis.

The calculation puts the HOMO energy at -8.55 eV. The total charge is 0. The HOMO-LUMO gap comes out at 8.5 eV.

Each line ends with the natural charge from an NBO analysis.
Atoms and positions in Å:
C 1.0929 -1.3355 0.3232  -0.610
C 0.3477 -0.1644 0.8733  0.158
C -1.6241 1.2876 0.3779  -0.239
C -1.0911 0.7180 -0.9207  -0.220
H 2.9594 -0.8442 -1.2769  0.154
H 1.9010 -1.6016 1.0398  0.265
H 0.4305 -2.1899 0.2823  0.243
H -2.6429 1.1593 0.5935  0.218
H -1.0500 2.2119 0.6076  0.223
H -0.2198 1.1479 -1.4134  0.215
H -1.7844 0.1907 -1.6171  0.202
N -0.8508 0.0796 0.2962  -0.437
S 1.5855 -1.2772 -1.4272  -0.050
S 0.9462 0.6178 2.2614  -0.121

=====

2) A single C4H7NS2 molecule. Source: OMol25; level of theory: the ωB97M-V functional and the def2-TZVPD basis.

The calculation puts the HOMO energy (spin up / spin down) at -7.78 / -7.78 eV. The total charge is 0. The HOMO-LUMO gap (spin up / spin down) comes out at 7.8 / 7.8 eV.

Each line ends with the natural charge from an NBO analysis.
Atoms and positions in Å:
C 1.2569 -0.3521 0.1499  -0.710
C 0.3006 0.4874 -0.5649  0.261
C -0.4662 -1.9264 1.5109  -0.797
C 0.6474 2.0138 -0.4813  -0.647
N -0.8214 0.2908 -1.1049  -0.611
S 1.0885 -1.4427 1.3299  0.805
S -1.7226 -1.0935 -1.4659  0.212
H 2.3312 -0.2072 -0.1353  0.247
H -1.2505 -1.7125 0.8954  0.222
H -0.6721 -2.6165 2.3815  0.233
H -0.3324 2.3761 -0.7204  0.246
H 1.5690 2.3160 -0.8846  0.225
H 0.8818 2.2690 0.5804  0.210
H -2.8100 -0.4021 -1.4908  0.106

=====

3) A single C4H7NS2 molecule. Source: OMol25; level of theory: the ωB97M-V functional and the def2-TZVPD basis.

The calculation puts the HOMO energy at -8.80 eV. The total charge is 0. The HOMO-LUMO gap comes out at 8.5 eV.

Each line ends with the natural charge from an NBO analysis.
Atoms and positions in Å:
C -1.7630 -0.5755 0.3851  -0.219
C 0.3415 0.0380 -1.2842  -0.267
C 0.5778 0.6306 0.0701  -0.117
C 1.9355 0.5429 0.6692  -0.617
N -0.0469 -0.6561 -0.1324  -0.420
S -2.1956 0.5846 1.4213  0.058
S -2.5962 -1.8878 -0.3620  0.157
H -0.4546 0.3993 -2.0582  0.205
H 1.2389 -0.4010 -1.8423  0.196
H -0.0856 1.4870 0.4532  0.226
H 1.8786 0.5662 1.7875  0.220
H 2.5508 1.3904 0.2741  0.213
H 2.3968 -0.4285 0.3390  0.218
H -3.7782 -1.6903 0.2797  0.148

=====

4) A single C4H7NS2 molecule. Source: OMol25; level of theory: the ωB97M-V functional and the def2-TZVPD basis.

The calculation puts the HOMO energy at -7.75 eV. The total charge is 0. The HOMO-LUMO gap comes out at 7.4 eV.

Each line ends with the natural charge from an NBO analysis.
Atoms and positions in Å:
C 1.1238 -0.5695 -3.0439  -0.356
C -0.7811 -1.1618 0.8523  -0.247
C -0.1172 0.1155 1.2489  -0.064
C -0.2663 1.4516 0.6487  -0.627
N 0.5955 -0.9700 0.6069  -0.583
S -0.0970 -0.6830 -3.9132  0.207
S 1.0763 -1.0130 -1.0345  0.341
H -1.0540 -1.8338 1.6058  0.195
H -1.4147 -1.0879 0.0296  0.184
H 0.1102 0.1899 2.2088  0.188
H -1.2358 2.0066 1.0443  0.218
H -0.2408 1.4494 -0.4543  0.220
H 0.4998 2.0431 1.0153  0.212
H 1.8011 0.0628 -0.8148  0.111

=====

Stability check: which of them is least stable? 4).